No. 1
Molecular formula: C5H7N4
Method: DFT, the ωB97M-V functional and the def2-TZVPD basis

The geometry in XYZ format:
```
16
Properties=species:S:1:pos:R:3:forces:R:3:lowdin_charge:R:1
N -2.473699 0.544429 0.302431 0.8 -0.2 -1.8 0.219
N -0.848516 0.288492 -1.334791 2.4 1.2 1.4 0.227
N -0.395013 0.060658 1.003809 3.8 -0.2 0.3 0.151
N 2.122500 2.095052 -0.460836 0.2 0.9 -0.8 0.222
C -1.213127 0.265058 -0.034508 0.1 0.2 0.4 -0.420
C 1.229959 0.033777 0.878628 -3.3 0.5 -1.1 -0.201
C 1.644662 1.215148 0.079549 -0.2 -1.4 1.2 -0.172
C 1.611067 -1.198651 0.287888 1.0 -1.5 -1.4 -0.107
C 2.053728 -2.115345 -0.349520 -0.5 1.2 0.6 0.202
H 2.458117 -2.806192 -1.025163 0.3 -0.8 -0.2 0.049
H 1.696201 0.098999 1.828644 -0.2 0.4 1.3 0.147
H -0.699333 -0.249228 1.938027 -0.3 0.8 -0.9 0.175
H -1.431927 0.082212 -2.101526 -1.2 0.0 -0.4 0.122
H -2.843472 0.039640 1.063756 -1.1 -0.1 0.8 0.122
H -2.975069 0.952349 -0.466272 -1.0 -0.3 0.3 0.137
H 0.063919 0.693609 -1.610111 -0.7 -0.7 0.4 0.128
```
Forces are in eV/Å.

- E_LUMO (Eh) = -0.1293
- charge = +1
- spin multiplicity = 1
- HOMO energy (eV) = -14.6605
- SMILES string = C#C[C@@H](C#N)[NH+]=C(N)N

=====

No. 2
Molecular formula: C18H23BCoN8O3S2
Method: DFT, the ωB97M-V functional and the def2-TZVPD basis

The geometry in XYZ format:
```
56
Properties=species:S:1:pos:R:3:forces:R:3:lowdin_charge:R:1
Co 9.129339 8.775754 11.775404 0.7 1.3 0.0 0.722
S 9.368076 9.608178 14.689148 1.1 -1.0 1.4 0.560
S 10.096695 8.841860 8.542341 0.5 1.0 -1.2 0.926
O 9.948871 10.903921 14.711008 0.5 0.7 0.1 -0.243
O 8.435509 9.373783 13.616743 -1.1 -0.4 -0.2 -0.349
O 10.172032 8.782962 10.026164 0.1 -0.6 1.3 -0.604
N 6.651773 9.824908 19.799413 -0.3 0.3 2.0 0.212
N 11.130251 6.280906 14.574489 -0.2 0.7 -0.6 0.138
N 6.382084 8.172788 11.031841 -1.6 -0.6 -0.8 -0.067
N 8.257280 10.667737 11.193639 0.8 -0.5 0.9 -0.029
N 7.526267 7.705887 11.517366 0.0 -0.8 -1.1 -0.051
N 7.025841 10.637371 10.688450 0.2 0.1 0.0 -0.077
N 10.357726 8.415868 14.964948 0.1 -0.3 -1.3 -0.048
N 10.674548 7.654162 12.695072 0.3 -0.3 -0.6 0.057
C 6.468949 9.340452 17.485368 -1.0 0.2 0.7 0.007
C 7.531345 6.391910 11.284246 0.9 -0.6 0.9 -0.138
C 6.318181 5.967159 10.784028 0.0 0.5 -0.3 -0.054
C 10.716287 7.459341 14.024630 -0.3 -0.5 1.1 -0.407
C 11.495409 5.327828 13.733927 0.3 -0.1 2.3 -0.120
C 7.245159 9.641806 18.650792 0.1 0.8 -0.6 -0.263
C 7.872177 12.645261 10.254215 0.2 1.6 -0.3 -0.071
C 7.133059 9.188545 16.344922 0.7 -0.5 -2.1 -0.016
C 6.783348 11.816090 10.117271 -0.6 -0.1 -0.6 -0.104
C 8.764445 11.893403 11.009215 0.8 -1.1 -0.5 -0.142
C 11.579061 5.468830 12.374952 0.4 -0.1 -1.3 -0.050
C 9.280098 9.828388 17.363661 -0.4 -0.2 0.7 -0.021
C 11.216278 6.680451 11.879685 -0.9 1.0 1.5 -0.090
C 8.540267 9.447612 16.248790 -1.5 0.1 -1.0 -0.181
C 8.529603 8.227689 7.968649 -1.3 1.9 1.1 -0.224
C 5.614633 7.130175 10.548899 0.7 1.6 1.3 -0.036
C 8.653113 9.917837 18.574160 -0.1 -0.7 -0.7 0.044
C 9.855126 10.586367 8.124226 0.4 0.0 0.6 -0.224
B 5.920861 9.649206 11.187282 0.5 0.2 0.4 -0.405
H 7.715270 8.464789 8.702695 0.7 -0.2 -0.5 0.074
H 8.289708 8.727223 7.038116 0.1 0.1 -0.2 0.065
H 11.825006 4.437512 14.272395 -0.2 -0.1 -0.5 0.122
H 10.736236 11.195297 8.462170 -0.8 -0.8 -0.2 0.086
H 8.421262 5.785770 11.481983 -0.4 0.3 0.2 0.112
H 7.215315 10.145648 20.607640 -0.9 -0.4 -0.7 0.158
H 6.004682 4.962372 10.729381 -0.3 -0.8 -0.5 0.091
H 9.899300 10.501787 7.045270 -0.4 0.6 -0.4 0.047
H 9.817673 12.046047 11.260348 -0.6 0.2 0.1 0.125
H 5.647206 9.682495 19.915431 0.6 0.1 0.0 0.151
H 10.315080 10.000549 17.185825 0.7 0.3 0.3 0.123
H 5.845280 11.908927 9.622573 -0.4 0.5 -0.2 0.117
H 4.614918 7.368245 10.216766 0.1 -0.2 -0.1 0.125
H 9.184854 10.126886 19.486927 0.1 0.2 0.1 0.126
H 5.667913 9.925483 12.333510 0.2 -0.2 0.1 0.071
H 8.911313 10.988353 8.561672 0.6 -0.3 -0.6 0.049
H 11.301891 6.978303 10.866342 -0.1 0.0 -0.8 0.088
H 8.592882 7.203369 7.803994 0.2 -1.9 -0.2 0.030
H 11.960293 4.691612 11.724968 0.0 0.0 0.1 0.115
H 6.534277 8.891943 15.475700 0.7 0.4 0.0 0.138
H 5.349138 9.348528 17.403934 1.2 -0.3 0.8 0.155
H 4.992364 9.830472 10.510430 -0.8 0.0 -0.6 0.062
H 8.019358 13.674993 9.852079 -0.3 -1.2 0.5 0.119
```
Forces are in eV/Å.

- expectation value of S² = 6.032
- E_LUMO (alpha / beta) (Eh) = -0.0923 / -0.2208
- charge = +1
- spin multiplicity = 5
- HOMO energy (alpha / beta) (eV) = -11.1000 / -11.0958

=====

No. 3
Molecular formula: C5H13NO3
Method: DFT, the ωB97M-V functional and the def2-TZVPD basis

The geometry in XYZ format:
```
22
Properties=species:S:1:pos:R:3:forces:R:3:lowdin_charge:R:1
O 0.791917 2.319200 -1.601271 0.0 -0.3 -0.5 -0.049
O 0.501408 -0.525165 1.789984 0.0 -0.1 0.2 0.059
O 2.524107 -2.491505 0.434495 -0.1 -0.3 -0.1 -0.062
N -0.985083 0.409170 0.363703 -1.1 -0.4 1.0 -0.138
C 0.046986 -0.432210 0.663679 0.0 0.3 -1.1 -0.482
C -1.629696 1.003658 1.551489 1.1 -0.5 0.3 -0.039
C 0.697803 -1.164166 -0.506157 -0.4 -0.5 0.6 -0.095
C 2.182982 -1.304701 -0.262217 0.2 -0.3 0.3 -0.260
C -1.857794 0.217147 -0.796475 0.1 0.8 0.4 -0.045
H -2.562916 1.471158 1.302855 -0.3 0.3 -0.2 0.076
H 2.700367 -1.366504 -1.208593 0.2 0.1 -0.2 0.117
H 0.480507 -0.749390 -1.476993 0.0 0.5 -0.2 0.104
H -2.906322 0.282553 -0.499832 0.1 -0.5 0.2 0.085
H -0.927866 1.697603 2.008864 -0.2 0.4 -0.1 0.086
H 2.546962 -0.453886 0.310815 0.1 0.3 -0.1 0.116
H 0.261020 3.117136 -1.562774 0.1 0.1 0.3 0.037
H 1.889468 -2.617115 1.148311 0.1 0.2 0.1 0.079
H -1.769610 0.253476 2.337533 -0.2 -0.1 -0.3 0.092
H -1.751981 1.071505 -1.452803 0.4 0.0 -0.6 0.077
H 0.265824 -2.170557 -0.526070 0.0 -0.1 0.0 0.135
H -1.645665 -0.716585 -1.290104 -0.1 -0.1 -0.3 0.079
H 1.147583 2.149174 -0.728438 -0.1 0.2 0.3 0.030
```
Forces are in eV/Å.

- E_LUMO (Eh) = 0.0200
- charge = 0
- spin multiplicity = 1
- HOMO energy (eV) = -9.5283
- SMILES string = CN(C)C(=O)CCO.O

=====

No. 4
Molecular formula: C6H9NO2
Method: DFT, the ωB97M-V functional and the def2-TZVPD basis

The geometry in XYZ format:
```
18
Properties=species:S:1:pos:R:3:forces:R:3:lowdin_charge:R:1
O -4.678562 -0.581700 1.526044 0.0 0.3 -0.4 0.205
O -4.095046 -2.588540 2.467197 0.7 -2.3 0.9 0.228
N 1.642824 -0.491658 0.511172 1.6 0.2 -0.7 0.019
C 2.568692 0.580523 0.822942 -1.3 0.3 1.5 -0.086
C 0.159913 1.271162 -3.142286 -2.4 -2.0 -3.0 -0.095
C 0.588067 -0.869556 0.895825 -3.8 -1.1 1.4 -0.185
C 0.675992 1.375491 -1.974207 2.3 0.0 4.5 -0.099
C -4.375228 -1.603675 1.975017 -0.7 2.0 -0.5 -0.446
C -0.592562 -1.403361 1.312611 3.6 0.5 -0.1 0.013
H 3.381875 0.170901 1.415428 0.3 0.0 -0.4 0.084
H 0.375761 1.856470 -4.005078 0.7 0.9 -0.2 0.034
H -1.569548 -1.293215 1.009425 -1.6 1.1 -1.4 -0.006
H -0.566935 -2.176518 2.030639 0.7 -0.7 0.9 0.026
H 0.557041 0.792084 -1.015550 -0.9 0.0 -1.9 0.038
H 2.867889 1.049451 -0.079420 0.7 0.1 -0.8 0.046
H 1.510736 2.036407 -1.670586 -0.6 0.4 -1.1 0.053
H 2.119732 1.394820 1.433532 -0.1 -0.6 -0.2 0.096
H -0.570648 0.480909 -3.512698 0.7 0.8 1.3 0.077
```
Forces are in eV/Å.

- E_LUMO (Eh) = 0.0213
- charge = 0
- spin multiplicity = 1
- HOMO energy (eV) = -8.4119
- SMILES string = C=C=NC.O=C=O.C=C

=====

No. 5
Molecular formula: C2H4O3Zn
Method: DFT, the ωB97M-V functional and the def2-TZVPD basis

The geometry in XYZ format:
```
10
Properties=species:S:1:pos:R:3:forces:R:3:lowdin_charge:R:1
Zn -0.914301 -2.018874 0.016416 0.0 -0.5 0.1 1.375
O -1.053114 0.303741 0.129882 0.7 1.0 4.9 -0.170
O 0.926122 -1.498137 0.211644 -0.3 -1.1 0.2 0.049
O -1.473301 -0.463662 -0.987207 -1.9 3.0 -2.0 -0.041
C 1.255741 -0.325740 0.299777 0.5 1.4 -0.2 -0.037
C 0.263760 0.791250 0.250977 0.9 -0.1 -1.1 -0.058
H 2.320644 -0.051867 0.375054 -0.1 -0.3 0.1 0.193
H 0.302415 1.356045 1.196571 -0.3 0.0 -0.1 0.196
H -2.126848 0.423396 -0.921334 0.2 -3.4 -2.0 0.308
H 0.498882 1.483848 -0.571779 0.2 -0.1 0.1 0.185
```
Forces are in eV/Å.

- E_LUMO (Eh) = -0.4568
- charge = +2
- spin multiplicity = 1
- HOMO energy (eV) = -21.6111

=====

No. 6
Molecular formula: C37H48Cl2CrN9O5Si
Method: DFT, the ωB97M-V functional and the def2-TZVPD basis

The geometry in XYZ format:
```
103
Properties=species:S:1:pos:R:3:forces:R:3:lowdin_charge:R:1
Cr -0.591857 0.020033 0.422022 -0.3 0.4 -0.1 0.585
Cl -2.406277 5.708563 -3.548280 0.0 0.0 0.0 0.705
Cl -1.265312 0.438943 -3.250775 -0.1 0.0 0.1 0.808
Si -3.200365 0.295680 0.178254 0.0 0.0 0.0 0.563
O 2.094780 -0.899982 0.727267 -0.4 -0.3 0.2 0.062
O -0.797548 -2.609862 3.013423 0.1 0.0 0.1 -0.010
O 1.473295 2.495367 1.227899 0.0 0.0 -0.1 0.007
O -0.121602 -1.457973 -1.272438 0.1 -0.2 -0.1 -0.079
O -0.107267 1.879163 -0.247407 0.1 -0.2 0.1 -0.192
N -0.441599 0.713053 2.503702 0.1 -0.2 0.3 -0.013
N 4.177010 -0.092010 0.439974 0.1 0.1 0.0 -0.134
N -0.950724 1.699377 4.348701 0.1 0.2 0.0 0.073
N 3.765220 -1.754142 2.049128 0.0 0.0 0.0 -0.153
N -1.005222 3.300357 -2.446229 0.0 0.1 -0.1 0.066
N -0.286117 -3.694188 -0.826122 0.0 0.0 0.0 -0.048
N -0.644085 -2.033394 0.818463 0.2 0.0 0.0 0.074
N -1.286551 1.556281 3.124120 0.0 0.0 0.0 0.043
N 0.154534 0.956103 4.542014 -0.1 -0.4 0.1 -0.085
C 0.294502 -0.421911 6.633264 0.0 0.0 -0.1 -0.411
C -3.877280 2.515111 -5.415988 0.0 0.0 0.0 -0.092
C 5.575946 -0.434076 0.294898 0.0 0.0 0.0 -0.068
C 0.508808 4.156663 -0.205256 0.1 0.0 0.0 -0.045
C 3.648864 0.844533 -0.542828 -0.1 0.1 0.1 -0.026
C -0.023105 -4.036329 -2.211481 0.0 0.0 0.0 -0.017
C 0.431682 0.330480 3.397062 0.1 0.3 -0.1 -0.107
C -4.167496 -0.207118 1.763901 0.0 0.0 0.0 -0.257
C -4.079659 -0.805705 -1.136714 0.1 0.0 0.0 -0.301
C 1.914856 4.736416 -4.225945 0.0 0.0 0.0 -0.104
C 0.915448 -1.696957 6.072365 0.0 0.0 0.0 -0.075
C -0.442197 -4.657747 0.133599 0.0 0.0 0.0 -0.072
C -0.697029 -2.943248 1.831318 -0.2 0.0 0.0 -0.514
C 2.856521 -2.808940 2.469094 0.0 0.0 -0.1 -0.049
C -0.638520 -4.350038 1.423548 0.0 0.0 0.0 0.003
C 0.679994 4.145825 -4.004875 0.0 0.0 0.0 -0.034
C 0.747935 0.824085 5.863480 0.0 0.0 0.0 -0.112
C -1.929824 3.042321 -3.457386 0.0 0.0 0.0 -0.327
C -4.427922 -3.037407 -2.067036 0.0 0.0 0.0 -0.113
C 4.547407 -1.179619 3.131278 0.0 0.0 0.0 -0.069
C -2.668909 4.068551 -4.054556 0.0 0.0 0.0 -0.590
C 2.717766 5.098272 -3.155569 0.0 0.0 0.0 -0.114
C -3.859008 -2.189776 -1.127632 0.0 0.0 0.0 -0.117
C -3.166405 1.471241 -4.848450 0.0 0.0 0.0 -0.112
C -5.481718 -1.153983 -3.103127 0.0 0.0 0.0 -0.120
C -3.621089 3.820927 -5.027828 0.0 0.0 0.0 -0.121
C 0.665670 2.731020 0.330728 -0.1 0.1 0.1 -0.622
C -5.242770 -2.520357 -3.068540 0.0 0.0 0.0 -0.128
C -3.894592 2.042634 -0.198040 0.0 0.0 0.0 -0.253
C 0.223782 3.917626 -2.708364 0.0 0.0 0.0 -0.213
C -1.226741 -0.536967 6.680357 0.0 0.0 0.0 -0.072
C 3.266833 -0.903359 1.056011 0.2 0.1 -0.2 -0.496
C -0.337595 -2.363357 -0.448986 -0.1 0.0 0.0 -0.553
C -4.909814 -0.317185 -2.149627 0.0 0.0 0.0 -0.119
C 2.255670 4.881348 -1.863147 0.0 0.0 0.0 -0.048
C 1.015356 4.310337 -1.615678 0.0 0.0 0.0 -0.151
C -2.193437 1.739603 -3.899268 0.0 0.0 0.0 -0.568
H 4.978934 -0.230191 2.827074 0.0 0.0 0.0 0.083
H -1.626638 -0.784340 5.695225 0.0 0.0 0.0 0.083
H 0.524010 -1.924572 5.080377 0.0 0.0 -0.1 0.052
H 2.006495 -1.624985 6.023376 0.0 0.0 0.0 0.070
H -5.686574 -3.175440 -3.809437 0.0 0.0 0.0 0.085
H 2.001018 -2.449100 3.045257 -0.1 0.1 0.1 0.066
H -3.348366 0.444491 -5.134360 0.0 0.0 0.0 0.102
H -1.695704 0.390838 7.012746 0.0 0.0 0.0 0.076
H -0.555303 4.406540 -0.179649 0.0 0.0 0.0 0.127
H 0.067241 3.841970 -4.845033 0.0 0.0 0.0 0.111
H -5.111337 0.747831 -2.204843 0.0 0.0 0.0 0.085
H -3.646812 2.366415 -1.215269 0.0 0.0 0.0 -0.004
H 6.217695 0.385022 0.632299 0.0 0.0 0.0 0.086
H 2.462888 -3.330102 1.598688 0.0 0.0 0.0 0.091
H -0.644386 -4.883465 -2.501492 0.0 0.0 0.0 0.087
H -0.936400 2.591083 -1.711283 0.0 0.0 0.1 0.081
H 0.663175 -2.549367 6.705564 0.0 0.0 0.0 0.081
H 3.918073 -0.994924 4.011493 0.0 0.0 0.0 0.077
H 1.049740 4.828716 0.458133 0.0 0.0 0.0 0.114
H 1.257894 -0.330347 3.215477 0.0 -0.1 0.0 0.124
H 1.832259 0.819842 5.738655 0.0 0.0 0.0 0.123
H 5.813377 -1.328148 0.862952 0.0 0.0 0.0 0.076
H 0.470329 1.729988 6.400403 0.0 0.0 0.0 0.123
H -3.438148 2.762568 0.487064 0.0 0.0 0.0 0.011
H 2.861620 5.179168 -1.014479 0.0 0.0 0.0 0.110
H 3.416696 -3.517691 3.080854 0.0 0.0 0.0 0.089
H 3.534360 0.371043 -1.522831 0.0 0.0 0.0 0.101
H 1.028979 -4.286209 -2.366172 0.0 0.0 0.0 0.091
H 5.804181 -0.627619 -0.758799 0.0 0.0 0.0 0.088
H 3.685526 5.554776 -3.320639 0.0 0.0 0.0 0.088
H -4.036258 0.567039 2.526420 0.0 0.0 0.0 -0.002
H 5.354520 -1.853811 3.430653 0.0 0.0 0.0 0.085
H -4.167353 4.650626 -5.454413 0.0 0.0 0.0 0.096
H 0.667162 -0.270978 7.653244 0.0 0.0 0.0 0.129
H -3.788742 -1.143032 2.185106 0.0 0.0 0.0 0.003
H -3.217288 -2.613374 -0.357995 0.0 0.0 0.0 0.088
H -5.239532 -0.322915 1.572513 0.0 0.0 0.0 0.011
H -4.634166 2.311831 -6.162101 0.0 0.0 0.0 0.100
H -0.394836 -5.678076 -0.226077 0.0 0.0 0.0 0.121
H -4.234956 -4.104511 -2.022831 0.0 0.0 0.0 0.088
H 2.250866 4.901094 -5.242627 0.0 0.0 0.0 0.094
H -6.116596 -0.735294 -3.877369 0.0 0.0 0.0 0.090
H -4.982653 2.105336 -0.079520 0.0 0.0 0.0 0.017
H -1.518281 -1.336852 7.362448 0.0 0.0 0.0 0.077
H 2.679723 1.213005 -0.207708 0.2 -0.1 -0.1 0.063
H 4.338185 1.685014 -0.631130 0.0 0.0 0.0 0.092
H -0.760719 -5.116709 2.173279 0.0 0.0 0.0 0.102
H -0.273041 -3.175972 -2.825045 0.0 0.0 0.0 0.088
```
Forces are in eV/Å.

- expectation value of S² = 6.015
- E_LUMO (alpha / beta) (Eh) = 0.0831 / 0.0831
- charge = -1
- spin multiplicity = 5
- HOMO energy (alpha / beta) (eV) = -2.6487 / -3.5503

=====

It is found that the ΔE to the lowest compared entry with this formula, charge and spin values, taken in the order of the records, are 34.8; 18.5; 24.1; 71.8; 64.1; 3.7 kcal/mol.